[1]
Density functional theory data (ωB97M-V with the def2-TZVPD basis set) for one molecule with the formula C4H8O3.

```
15
Properties=species:S:1:pos:R:3:mulliken_charge:R:1
C -0.84058 0.63293 -1.43637 -1.4598
C -0.71176 -0.44154 -0.36190 0.3200
O -0.08232 -1.54052 -0.96728 -0.5602
C 0.05744 -0.04724 0.94031 0.0726
O 0.49004 -1.21853 1.58645 -0.6176
C 1.23393 0.89196 0.76308 0.0667
O 2.32691 0.62113 1.20888 -0.5288
H -1.48505 0.24460 -2.23182 0.3498
H -1.29426 1.55548 -1.05875 0.3614
H 0.12874 0.85902 -1.89414 0.3890
H -1.73388 -0.70953 -0.04503 0.2489
H 0.10631 -2.16388 -0.24935 0.3663
H -0.64474 0.49634 1.59773 0.2434
H 1.40828 -1.04761 1.86879 0.3625
H 1.04093 1.86741 0.27941 0.3856
```

HOMO: -10.3 eV
gap between HOMO and LUMO: 0.403 Eh
total charge: 0
structure (SMILES): C[C@@H](O)[C@@H](O)C=O

[2]
Density functional theory data (ωB97M-V with the def2-TZVPD basis set) for a 2-piece molecular cluster, C4H8O3 overall.

```
15
Properties=species:S:1:pos:R:3:mulliken_charge:R:1
C -2.23596 0.42680 -1.13533 -1.2246
C -0.19191 1.17742 0.29238 0.1206
O 0.68741 1.12105 1.13366 -0.6045
C -0.70478 0.18482 -0.73128 -0.2001
O 1.49306 -1.79993 0.42455 -0.5124
C 2.46190 -1.61517 1.12481 0.1221
O 2.73817 -0.50541 1.79108 -0.4603
H -2.86834 0.10903 -0.32315 0.3381
H -2.51840 -0.12323 -2.05512 0.3365
H -2.45244 1.48571 -1.39293 0.3508
H -0.78055 2.10706 0.23133 0.3318
H 2.00685 0.13183 1.59733 0.5366
H -0.48869 0.52899 -1.72935 0.2196
H -0.38505 -0.85351 -0.52610 0.2999
H 3.23872 -2.37545 1.29813 0.3459
```

HOMO: -10.2 eV
gap between HOMO and LUMO: 0.398 Eh
total charge: 0
structure (SMILES): CCC=O.O=CO

[3]
Density functional theory data (ωB97M-V with the def2-TZVPD basis set) for a 3-piece molecular cluster, C4H8O3 overall.

```
15
Properties=species:S:1:pos:R:3:mulliken_charge:R:1
C 2.54475 -0.04491 0.46750 -0.6354
O 1.16910 0.34938 0.52032 -0.2782
C 0.34190 -0.47306 -0.12472 0.5013
O 0.64732 -1.42524 -0.78577 -0.5180
C -1.20003 -0.08826 0.31820 0.5678
C -1.22262 0.67308 -0.92284 -1.0102
O -1.99221 -1.11392 0.34123 -0.6664
H 2.66122 -1.02481 0.93617 0.2938
H 3.08421 0.72217 1.01990 0.2300
H 2.87730 -0.09712 -0.57091 0.3017
H -1.06657 0.52724 1.22462 0.3077
H -0.80310 1.67961 -0.97731 0.3037
H -2.99199 0.47196 -0.89597 0.1016
H -1.23385 0.08255 -1.83594 0.4173
H -3.02497 -0.26572 -0.44698 0.0833
```

HOMO (alpha / beta): -9.7 / -9.7 eV
gap between HOMO and LUMO (alpha / beta): 0.328 / 0.328 Eh
total charge: 0

[4]
Density functional theory data (ωB97M-V with the def2-TZVPD basis set) for one molecule with the formula C4H8O3.

```
15
Properties=species:S:1:pos:R:3:mulliken_charge:R:1
O -2.28142 0.29658 0.16217 -0.5559
C -1.39944 -0.80864 0.14544 -0.4723
C -0.04134 -0.61054 -0.53230 -0.1753
C 1.27657 -0.01349 0.63172 -0.3604
O 2.43427 -0.51929 0.07866 -0.4799
C 0.33794 1.11470 -0.47420 -0.3719
O -0.18851 0.40193 -1.52752 -0.3912
H -2.32400 0.61435 -0.75188 0.3260
H -1.26375 -1.13082 1.18105 0.3148
H -1.87186 -1.65833 -0.37958 0.2725
H 1.59118 0.89293 1.17338 0.3780
H 0.79679 -0.62518 1.40513 0.2890
H 2.11791 -1.25382 -0.47384 0.4565
H 1.23163 1.66106 -0.76997 0.4222
H -0.37894 1.64320 0.15398 0.3477
```

HOMO: -8.4 eV
gap between HOMO and LUMO: 0.337 Eh
total charge: 0

[5]
Density functional theory data (ωB97M-V with the def2-TZVPD basis set) for C4H8O3 as an isolated structure.

```
15
Properties=species:S:1:pos:R:3:mulliken_charge:R:1
O -2.32946 -0.00189 -0.71365 -0.5391
C -1.67444 -0.35469 0.49067 -0.2709
C -0.31331 0.25098 0.70816 -0.2405
C 1.56762 -0.62591 0.36155 -0.1241
O 2.62686 -0.62326 -0.48599 -0.4657
C -0.02637 1.43994 -0.08924 -0.2412
O 0.42331 0.24414 -0.75907 -0.4211
H -1.65493 -0.09289 -1.40120 0.3205
H -2.31633 -0.01806 1.31385 0.3035
H -1.60608 -1.45117 0.58117 0.2180
H 1.89573 -0.15326 1.28108 0.3528
H 1.08344 -1.59239 0.48439 0.2808
H 2.38134 -1.06130 -1.31087 0.3368
H 0.78405 2.11971 0.17550 0.2750
H -0.84143 1.92006 -0.63636 0.2152
```

HOMO: -8.0 eV
gap between HOMO and LUMO: 0.318 Eh
total charge: 0

[6]
Density functional theory data (ωB97M-V with the def2-TZVPD basis set) for one molecule with the formula C4H8O3.

```
15
Properties=species:S:1:pos:R:3:mulliken_charge:R:1
C -0.24450 1.79864 1.94139 -0.6116
O 0.61230 0.84106 1.32693 -0.3552
C 0.10759 0.24767 0.23439 1.2360
O -1.01279 0.56952 -0.21142 -0.7787
C 0.89018 -0.81087 -0.33090 -1.3670
C 0.47400 -1.09610 -1.71894 -0.2222
O -0.88777 -1.76462 -1.39125 -0.4828
H -1.19571 1.34104 2.22508 0.2876
H 0.28934 2.14910 2.82514 0.2199
H -0.44621 2.63033 1.26158 0.2714
H 1.91126 -0.97070 -0.01216 0.3217
H -0.35764 -1.88168 -0.40704 0.5221
H 0.20823 -0.25995 -2.36808 0.2430
H 1.05157 -1.85121 -2.24985 0.2593
H -1.39984 -0.94223 -1.12487 0.4564
```

HOMO: -8.4 eV
gap between HOMO and LUMO: 0.341 Eh
total charge: 0

Maximum force readings, ordered: 0.6, 2.1, 0.9, 0.6, 0.7, 0.4 eV/Å